ORCA calculation (ωB97M-V/def2-TZVPD) on C48H62N5OP2S5V as an isolated structure.

The calculation puts the total energy at -5832.80398 Eh. Its spin multiplicity is 2. Its expectation value of S² is 0.8119. For the largest force on an atom, the calculation gives 0.0184 Eh/bohr. The lowest unoccupied orbital energy (spin up / spin down) is -3.390 / -2.524 eV. For the frontier orbital gap (spin up / spin down), the calculation gives 6.05 / 7.07 eV. Its charge is +1.

Geometry (Å):
V 0.358011 0.397028 0.009710
C 0.439782 4.784836 0.862715
C 0.338166 3.832337 2.057653
C 0.597958 4.632152 3.333273
P 1.364219 2.334621 1.682446
C 3.091929 2.826104 2.169431
C 3.343444 2.855267 3.679251
C 4.148467 1.932715 1.531569
C 1.004197 0.990222 2.859998
C 0.540302 1.133800 4.165740
C 0.424976 0.036594 4.998655
C 0.749311 -1.231543 4.529958
C 1.162945 -1.408188 3.222958
C 1.302307 -0.296129 2.390675
N 1.708856 -0.439437 1.034040
C 2.907499 -1.072055 0.722616
C 3.820750 -1.534957 1.680400
C 5.024954 -2.089364 1.274701
C 5.356348 -2.179569 -0.069882
C 4.464340 -1.706737 -1.018807
C 3.238692 -1.173812 -0.637553
P 1.987375 -0.501182 -1.742784
C 1.605666 -1.830417 -2.979865
C 2.782776 -2.256663 -3.863217
C 1.000121 -3.079802 -2.355519
C 2.881505 0.731421 -2.798646
C 2.057768 1.139549 -4.020511
C 3.422798 1.931185 -2.037083
H -0.253935 5.616222 1.003084
H 0.210190 4.298512 -0.080963
H 1.442260 5.214760 0.793652
H -0.674849 3.439625 2.108564
H 1.569799 5.125895 3.296548
H 0.545992 4.047904 4.248623
H -0.157422 5.417916 3.404820
H 3.188034 3.840825 1.764734
H 3.226020 1.856244 4.101856
H 2.694566 3.533137 4.227074
H 4.375725 3.164136 3.855402
H 4.171880 0.961731 2.028325
H 5.135196 2.382571 1.653127
H 3.970007 1.761778 0.475726
H 0.277527 2.112035 4.540567
H 0.079466 0.168012 6.016101
H 0.651670 -2.092066 5.178758
H 1.338091 -2.393732 2.821510
H 3.608657 -1.437524 2.734244
H 5.723770 -2.435917 2.025795
H 6.305228 -2.598951 -0.374512
H 4.734969 -1.748855 -2.065509
H 0.858109 -1.351819 -3.611477
H 3.460483 -2.914253 -3.318958
H 3.356496 -1.439378 -4.297087
H 2.378867 -2.840351 -4.692565
H 1.724870 -3.574749 -1.709842
H 0.722964 -3.769606 -3.155617
H 0.132369 -2.876872 -1.735034
H 3.754474 0.166827 -3.148509
H 1.098675 1.573471 -3.740425
H 1.868763 0.306041 -4.694625
H 2.609684 1.895957 -4.580916
H 2.657678 2.435721 -1.445075
H 3.822206 2.656611 -2.747879
H 4.242441 1.631207 -1.386810
S -1.523437 -0.806122 -2.795567
C -2.062239 0.843188 -3.120700
C -3.114785 0.967237 -4.029018
C -3.572412 2.207601 -4.431165
C -2.983396 3.352787 -3.910968
C -1.941275 3.239333 -3.010008
C -1.460424 1.991046 -2.602923
S -0.129606 2.099593 -1.435274
H -3.579087 0.066250 -4.409402
H -4.387868 2.280993 -5.137947
H -3.332067 4.332844 -4.207732
H -1.476181 4.131305 -2.609131
C -1.272582 -4.821045 0.443059
N 0.053273 -4.850349 1.024789
C 0.547453 -5.889058 1.789896
C 1.829743 -5.577484 2.072512
N 2.056481 -4.359658 1.465147
C 0.968840 -3.877905 0.802361
S -1.363697 -0.883841 -0.747062
H -1.994785 -5.231877 1.148858
H -1.300418 -5.403168 -0.480105
H -1.524994 -3.785403 0.241272
H -0.043627 -6.746817 2.059681
H 2.576028 -6.106883 2.638225
H 2.935960 -3.871617 1.468651
C -5.199911 -4.720490 3.085848
N -4.160546 -3.858913 2.566451
C -3.223698 -3.233237 3.307042
N -3.193219 -3.525724 4.624519
S -2.171902 -2.138649 2.620830
H -5.853465 -5.008926 2.266594
H -5.804078 -4.215735 3.844228
H -4.786458 -5.640011 3.508966
H -4.208069 -3.544097 1.612813
H -3.699879 -4.305053 5.012471
H -2.430063 -3.145257 5.151012
O -1.301439 1.068304 1.375059
S -2.459208 1.966666 0.967544
C -3.026516 2.540099 2.556202
C -2.755424 1.802040 3.698007
C -3.186927 2.290730 4.920190
C -3.874244 3.494715 4.991194
C -4.136160 4.223217 3.839085
C -3.706954 3.747829 2.608350
C -3.879499 1.007548 0.492534
C -4.429678 1.335927 -0.739012
C -5.569091 0.669027 -1.168497
C -6.139029 -0.304007 -0.364011
C -5.584083 -0.612507 0.872469
C -4.450692 0.045075 1.313160
H -2.202235 0.874339 3.618592
H -2.985683 1.729824 5.823892
H -4.204601 3.870904 5.950381
H -4.665263 5.164796 3.897873
H -3.892436 4.311943 1.702109
H -3.967211 2.093101 -1.357633
H -6.004413 0.912390 -2.128675
H -7.030026 -0.821180 -0.696194
H -6.047272 -1.361145 1.502990
H -4.008309 -0.193030 2.268640

Atomic forces in eV per Å
-0.572 0.729 -0.200
0.029 0.063 0.010
0.044 -0.038 0.027
0.009 0.023 0.040
0.005 -0.198 -0.046
-0.014 0.104 -0.024
-0.009 0.004 0.017
-0.011 -0.067 0.011
0.146 0.003 0.236
0.016 0.047 -0.023
-0.017 -0.029 0.033
0.021 -0.010 -0.095
-0.191 0.180 0.160
0.045 -0.091 0.095
-0.187 -0.111 0.013
0.278 -0.119 -0.123
-0.066 0.012 -0.177
-0.017 0.015 0.036
0.067 -0.026 -0.020
-0.008 0.015 -0.016
0.114 0.057 0.223
0.005 0.037 -0.037
-0.048 0.028 -0.038
0.042 -0.019 -0.017
0.037 -0.025 0.024
0.110 -0.190 -0.129
-0.033 0.031 -0.021
0.024 0.053 0.068
-0.005 0.005 -0.008
-0.021 -0.013 -0.028
0.017 -0.011 -0.007
-0.084 -0.022 0.011
0.004 0.000 -0.001
-0.010 -0.005 -0.004
-0.005 -0.001 -0.003
0.027 -0.017 -0.006
0.013 0.007 -0.002
0.011 -0.035 -0.020
0.006 0.030 0.003
0.004 0.034 -0.014
0.013 0.009 -0.013
0.005 0.007 0.031
0.006 -0.001 0.017
0.002 0.003 0.009
-0.014 -0.011 -0.002
0.026 -0.039 -0.023
-0.036 0.001 0.048
0.004 0.002 0.005
0.002 -0.002 0.002
-0.004 0.015 0.023
0.015 -0.027 -0.015
0.009 0.017 0.001
-0.031 0.009 0.006
0.000 -0.005 -0.001
0.013 -0.014 -0.013
-0.035 -0.008 0.000
-0.022 0.011 0.002
-0.072 0.068 -0.015
0.011 0.013 0.006
-0.005 -0.039 0.001
0.003 -0.002 -0.013
-0.001 -0.006 0.003
0.002 0.008 -0.006
-0.010 0.010 0.001
0.107 0.085 0.024
-0.005 -0.012 -0.031
-0.011 -0.040 0.027
-0.012 0.056 0.003
-0.038 -0.010 -0.040
0.014 0.019 0.019
-0.055 -0.014 0.082
0.121 -0.029 -0.062
0.004 -0.015 0.001
-0.005 -0.001 -0.007
0.000 0.007 -0.003
0.008 0.002 0.012
-0.033 -0.091 0.006
0.086 0.135 -0.075
0.115 -0.132 0.086
-0.045 -0.212 0.104
-0.110 -0.057 -0.115
0.090 0.166 0.069
-0.111 -0.191 0.078
-0.002 0.010 -0.003
-0.008 0.009 0.018
-0.030 0.059 -0.048
0.020 -0.007 0.008
-0.020 -0.012 -0.003
0.018 0.036 0.012
-0.045 -0.095 0.019
0.008 0.071 0.084
-0.153 -0.085 -0.071
-0.163 -0.208 0.014
0.250 0.164 0.053
0.004 0.014 0.012
0.011 -0.010 0.000
-0.003 0.022 0.016
0.022 -0.011 -0.039
0.017 0.071 -0.022
0.064 0.037 0.041
0.496 -0.514 -0.253
-0.158 0.203 0.089
-0.088 0.091 -0.009
0.078 -0.016 -0.065
-0.005 -0.020 0.059
-0.032 0.047 0.018
-0.001 0.000 -0.028
0.009 -0.007 0.019
-0.053 0.093 -0.127
0.003 -0.097 0.029
0.022 0.029 -0.018
-0.063 -0.010 -0.063
0.021 -0.041 0.057
0.007 0.039 0.021
-0.020 -0.031 0.030
0.007 -0.011 -0.006
0.001 0.000 0.002
-0.002 -0.002 0.002
-0.006 0.006 -0.011
0.022 0.051 -0.048
0.005 -0.004 0.006
0.000 0.002 -0.003
0.001 0.000 0.003
-0.007 -0.009 0.026

=====

ORCA calculation (ωB97M-V/def2-TZVPD) on C45H46N9O4PbSSbSe4 as an isolated structure.

The calculation puts the total energy at -12973.26160 Eh. For the largest force on an atom, the calculation gives 0.0236 Eh/bohr. The lowest unoccupied orbital energy is 3.188 eV. For the frontier orbital gap, the calculation gives 3.72 eV. Its charge is -2.

Geometry (Å):
Pb -0.253554 0.179870 -0.018569
Se -1.460511 0.596436 -5.642959
Sb -3.627833 -0.072000 -2.580905
Se -3.062272 -1.489880 -0.561083
Se -1.127409 0.454380 -3.315545
Se -4.416951 2.081045 -1.577936
C 4.065785 3.724807 -3.464863
O 3.177425 4.127290 -2.445415
C 1.839756 4.054270 -2.714633
C 1.314862 3.894164 -3.990139
C -0.057459 3.860183 -4.189000
C -0.923376 3.999541 -3.116198
C -0.398628 4.151858 -1.846942
C 0.968797 4.151199 -1.627990
N 1.437965 4.303726 -0.293708
C 2.511160 3.789830 0.310647
C 3.336322 2.745419 -0.082961
C 4.660177 2.705241 0.446573
C 5.561240 1.770831 0.052069
C 5.161584 0.785445 -0.907282
C 3.901181 0.736254 -1.396046
C 2.880631 1.681171 -0.966885
O 1.694105 1.569774 -1.311733
H 5.054558 3.701480 -3.010331
H 4.063234 4.430461 -4.301877
H 3.816091 2.726760 -3.833745
H 1.975597 3.769090 -4.835774
H -0.451609 3.664332 -5.176495
H -1.993465 3.917342 -3.248731
H -1.063672 4.212496 -0.999406
H 0.823164 4.852659 0.291397
H 2.764774 4.310419 1.231925
H 4.956425 3.481957 1.146099
H 6.569506 1.771882 0.445794
H 5.889213 0.051929 -1.239888
H 3.588852 -0.012883 -2.112921
C -3.197663 0.620694 2.366304
C -2.254770 -0.449214 2.775860
N -1.224990 -0.900636 2.106493
C -0.659324 -1.908456 2.847793
C -1.362714 -2.084885 3.990358
N -2.390299 -1.154176 3.943915
C -3.229253 -0.802314 5.047184
N -2.803231 0.414186 5.726203
N -3.706342 1.392873 5.944319
N -3.144593 2.386773 6.520993
C -1.808419 2.085677 6.682419
C -0.776072 2.836570 7.252607
C 0.478129 2.277713 7.260287
C 0.712714 0.998911 6.707595
C -0.293174 0.245678 6.148491
C -1.572249 0.818961 6.151857
H -3.070425 0.846236 1.306445
H -3.067229 1.524145 2.965932
H -4.228381 0.274962 2.463146
H 0.209479 -2.432622 2.491062
H -1.276235 -2.793916 4.795513
H -3.214328 -1.637911 5.748394
H -4.253486 -0.606980 4.732769
H -0.968897 3.822726 7.652100
H 1.310120 2.830238 7.677018
H 1.719696 0.600480 6.716895
H -0.094320 -0.719517 5.705792
O -1.998960 -3.149605 -5.572511
C -0.659746 -3.289882 -5.201198
N -0.547947 -4.576073 -4.526780
C 0.128361 -4.950356 -3.428538
O 0.259814 -6.135721 -3.130082
C 0.820436 -3.918723 -2.574642
C 2.170119 -4.116447 -2.336962
C 2.838206 -3.256864 -1.484409
C 2.112612 -2.253681 -0.868984
N 0.807069 -2.068919 -1.065104
C 0.165512 -2.872627 -1.919676
H -2.117375 -2.220436 -5.836620
H -0.320263 -2.482588 -4.553540
H -0.016981 -3.306263 -6.089058
H -1.014355 -5.340496 -4.993767
H 2.677137 -4.947100 -2.812262
H 3.894649 -3.368539 -1.276883
H 2.584293 -1.566197 -0.175557
H -0.903455 -2.701118 -2.018045
S 0.668514 3.856651 3.759723
C 0.551660 2.386322 2.838426
N -0.392595 2.326372 1.970583
C -1.162949 3.490173 2.001782
C -2.291468 3.725514 1.223726
C -2.953791 4.926330 1.375474
C -2.505301 5.893037 2.282504
C -1.388448 5.673213 3.065530
C -0.724171 4.456280 2.918453
H 1.271814 1.586471 2.962156
H -2.677943 2.994974 0.509601
H -3.835239 5.092276 0.769041
H -3.046126 6.826153 2.382260
H -1.043670 6.416108 3.772790
C 3.031804 -1.796400 4.205205
C 3.597226 -0.876116 3.115916
C 4.671398 -1.621889 2.314988
C 4.212619 0.366731 3.770100
C 2.504429 -0.475492 2.209218
C 1.598139 -0.184390 1.447651
H 3.820852 -2.100330 4.900034
H 2.594334 -2.690921 3.759800
H 2.247395 -1.282565 4.764362
H 5.499089 -1.918336 2.966849
H 5.058488 -0.983011 1.520804
H 4.249567 -2.518151 1.857017
H 5.046287 0.083559 4.420387
H 3.466303 0.890165 4.373242
H 4.578637 1.051060 3.006754

Atomic forces in eV per Å
-0.906 -0.110 -0.803
0.059 -0.239 -0.230
0.179 0.184 -0.137
0.397 -0.067 0.077
-0.226 -0.270 0.101
0.183 0.151 0.227
0.024 -0.035 -0.040
-0.057 0.098 -0.046
-0.004 -0.045 -0.025
-0.018 0.041 -0.015
0.013 -0.023 0.005
0.021 0.000 0.011
-0.119 -0.010 -0.028
0.082 0.006 0.049
0.097 -0.243 -0.008
-0.196 0.194 -0.110
0.050 -0.122 0.124
-0.056 0.029 0.073
0.022 -0.068 -0.035
0.055 0.025 0.065
-0.111 0.070 0.004
0.128 0.069 0.017
0.115 -0.109 0.009
-0.001 0.005 0.003
0.005 -0.007 0.006
-0.016 0.007 -0.007
0.002 -0.021 -0.007
-0.006 -0.047 -0.019
-0.032 -0.052 0.028
-0.122 -0.019 0.125
0.101 0.108 -0.020
-0.030 -0.025 0.014
-0.028 -0.017 0.040
0.002 -0.011 -0.011
0.010 0.002 0.003
-0.001 -0.017 -0.010
-0.036 -0.011 -0.042
-0.051 -0.120 -0.080
0.113 0.210 0.318
-0.049 -0.061 -0.051
-0.023 -0.099 -0.032
0.047 0.183 0.081
-0.062 -0.084 0.017
0.061 0.144 -0.212
-0.056 -0.029 0.097
0.044 -0.091 -0.002
-0.074 0.078 -0.036
0.016 0.016 -0.025
-0.001 -0.029 -0.029
-0.008 0.023 0.028
0.020 0.017 -0.020
0.046 -0.098 0.077
0.014 -0.049 0.015
0.005 0.029 0.031
-0.008 0.008 0.024
0.019 -0.024 -0.001
0.016 0.005 0.033
-0.049 0.034 0.009
0.031 -0.031 -0.023
-0.009 0.009 0.006
0.009 -0.008 0.005
0.009 0.003 -0.009
-0.011 0.004 -0.026
-0.013 0.033 -0.100
0.147 -0.138 0.189
-0.210 0.228 -0.128
0.229 -0.040 0.095
-0.070 0.029 0.002
-0.272 0.100 -0.064
0.117 0.009 0.018
-0.022 -0.075 -0.046
0.015 0.160 0.076
0.094 -0.038 -0.041
0.046 -0.125 0.022
-0.064 0.302 0.160
-0.026 0.070 0.152
0.039 0.013 -0.048
0.040 -0.010 -0.002
-0.015 -0.009 0.000
0.004 0.017 -0.012
-0.009 -0.043 -0.032
-0.047 0.108 -0.055
-0.015 -0.021 0.054
0.130 -0.012 -0.101
-0.129 0.182 0.248
0.179 -0.106 0.030
-0.262 -0.034 -0.174
-0.011 -0.056 -0.039
-0.051 0.059 0.010
0.023 -0.065 -0.041
-0.010 0.103 -0.004
0.015 -0.031 0.013
0.085 -0.007 -0.037
0.001 0.072 0.017
0.002 0.003 -0.011
-0.008 0.004 0.017
0.028 -0.009 0.012
-0.095 0.022 -0.002
0.005 0.000 0.030
-0.008 -0.032 0.026
0.113 -0.012 0.059
0.363 -0.181 0.197
0.002 -0.005 0.008
0.001 -0.012 0.004
-0.010 0.002 0.007
0.003 -0.006 0.002
0.016 0.023 -0.027
-0.004 -0.005 -0.010
-0.007 0.002 0.011
-0.003 0.011 -0.003
0.033 0.061 -0.060

=====

Q: Which formula does entry 2 have?
A: C45H46N9O4PbSSbSe4